(1)
The following is a DFT calculation (the ωB97M-V functional and the def2-TZVPD basis) of a molecular structure, C35H54N6O7 at a distorted geometry.

Output
HOMO energy   -5.88 eV

Atoms and positions in Å:
O -3.648 1.579 -1.414
C -2.601 1.855 -0.805
O -2.531 2.806 0.075
C -1.266 3.318 0.330
C -0.370 2.668 -0.720
C -1.179 1.330 -1.005
H -1.063 3.099 1.379
H -1.221 4.394 0.167
H 0.611 2.508 -0.275
H -0.300 3.279 -1.620
H -1.027 0.398 -0.460
H -1.024 1.162 -2.071
O 2.283 3.096 0.479
C 2.462 3.130 -0.745
O 2.269 2.055 -1.510
C 2.498 2.369 -2.835
C 2.403 3.859 -2.973
C 2.739 4.377 -1.574
H 1.837 1.919 -3.575
H 3.525 2.139 -3.118
H 1.424 4.177 -3.331
H 3.131 4.260 -3.678
H 2.135 5.243 -1.304
H 3.780 4.686 -1.479
C -3.244 -1.435 0.092
O -1.995 -1.289 0.717
H -3.328 -2.309 -0.553
H -4.051 -1.509 0.821
H -3.459 -0.534 -0.483
H -2.102 -0.525 1.289
C 1.106 0.110 -3.236
O -0.063 0.826 -3.489
H 0.820 -0.752 -2.633
H 1.623 -0.206 -4.143
H 1.707 0.768 -2.608
H -0.805 0.242 -3.315
C 3.633 0.870 -0.245
O 2.772 0.075 0.605
H 3.489 1.935 -0.061
H 4.646 0.614 0.063
H 3.568 0.523 -1.276
H 1.987 -0.170 0.109
N -1.412 -1.298 3.036
C -0.230 -1.787 2.611
C 0.351 -2.481 3.672
C -0.409 -2.213 4.782
C -1.560 -1.536 4.403
H -2.120 -1.050 2.359
H 0.170 -1.829 1.608
H 1.228 -3.097 3.805
H -0.124 -2.548 5.768
H -2.446 -1.260 4.956
N 1.594 -2.227 -2.674
C 1.560 -3.228 -1.735
C 2.451 -2.902 -0.746
C 3.011 -1.659 -1.051
C 2.514 -1.301 -2.270
H 1.023 -2.246 -3.507
H 0.928 -4.072 -1.968
H 2.596 -3.533 0.119
H 3.668 -1.104 -0.398
H 2.679 -0.442 -2.904
N -1.529 -5.678 -1.659
C -1.553 -5.026 -2.909
C -1.352 -3.633 -2.704
C -1.185 -3.481 -1.353
C -1.246 -4.710 -0.752
H -1.809 -6.593 -1.337
H -1.701 -5.599 -3.812
H -1.377 -2.838 -3.435
H -1.043 -2.519 -0.884
H -1.235 -4.950 0.301
N 0.292 2.748 2.372
C 1.399 2.036 2.028
C 1.245 0.810 2.607
C 0.041 0.730 3.279
C -0.512 1.981 3.209
H 0.024 3.715 2.255
H 2.195 2.467 1.439
H 1.868 -0.070 2.550
H -0.362 -0.113 3.820
H -1.447 2.360 3.595
N -4.120 0.085 1.950
C -3.345 -0.177 3.059
C -2.130 0.483 2.874
C -2.269 1.225 1.706
C -3.436 0.842 1.073
H -5.056 -0.258 1.785
H -3.678 -0.903 3.787
H -1.257 0.411 3.506
H -1.455 1.804 1.297
H -3.842 1.082 0.101
N 0.476 0.922 0.570
C 0.929 0.513 -0.643
C 0.528 -0.757 -0.909
C -0.184 -1.190 0.206
C -0.208 -0.108 1.100
H 0.680 1.746 1.116
H 1.531 1.151 -1.272
H 0.685 -1.414 -1.751
H -0.582 -2.190 0.287
H -0.625 -0.039 2.094



(2)
The following is a DFT calculation (the ωB97M-V functional and the def2-TZVPD basis) of a molecular structure, C35H56AsCdN4PSSe2.

Output
HOMO energy   -12.34 eV
Net charge   +2

Atoms and positions in Å:
Cd -0.039 0.330 0.748
C -3.632 2.610 3.076
C -3.023 3.774 3.522
C -1.647 3.885 3.401
C -0.928 2.839 2.819
N -1.522 1.730 2.362
C -2.838 1.620 2.514
C 0.530 2.966 2.626
C 1.326 3.672 3.530
C 2.662 3.881 3.241
C 3.160 3.412 2.035
C 2.313 2.675 1.221
N 1.040 2.432 1.511
H -4.698 2.464 3.163
H -3.600 4.581 3.948
H -1.147 4.782 3.730
H -3.290 0.700 2.166
H 0.907 4.037 4.452
H 3.290 4.416 3.935
H 4.179 3.606 1.738
H 2.655 2.260 0.282
C -3.598 -3.042 -3.022
Se -1.799 -3.035 -2.290
C -1.002 -1.834 -3.636
C 0.448 -2.170 -3.882
Se 1.462 -2.385 -2.221
C 1.873 -4.289 -2.403
H -3.898 -2.013 -3.219
H -4.266 -3.490 -2.291
H -3.605 -3.628 -3.940
H -1.110 -0.810 -3.269
H -1.588 -1.955 -4.549
H 0.930 -1.375 -4.454
H 0.543 -3.118 -4.412
H 2.392 -4.452 -3.344
H 0.948 -4.857 -2.372
H 2.520 -4.571 -1.577
N -1.738 -1.603 0.897
C -2.978 -1.121 0.418
C -4.186 -1.665 0.790
C -5.390 -1.175 0.265
C -5.391 -0.175 -0.668
C -4.179 0.422 -1.064
C -4.115 1.466 -2.010
C -2.914 2.080 -2.240
C -1.787 1.665 -1.518
N -1.795 0.643 -0.693
C -2.960 -0.013 -0.473
H -1.890 -2.335 1.587
H -1.224 -2.014 0.110
H -4.213 -2.484 1.494
H -6.322 -1.610 0.587
H -6.315 0.182 -1.094
H -5.013 1.772 -2.528
H -2.823 2.888 -2.948
H -0.842 2.182 -1.640
C 1.734 -3.477 3.753
C 1.046 -2.850 2.542
C 1.011 -3.851 1.387
P 1.749 -1.227 1.923
C 2.158 -0.187 3.430
C 0.887 -0.093 4.280
C 3.371 -0.544 4.286
C 3.268 -1.633 0.900
C 4.399 -2.440 1.525
C 3.793 -0.342 0.281
H 1.288 -4.451 3.945
H 1.607 -2.889 4.657
H 2.793 -3.630 3.579
H 0.018 -2.589 2.831
H 2.005 -4.251 1.202
H 0.648 -3.401 0.460
H 0.362 -4.686 1.641
H 2.350 0.806 3.004
H 0.718 -1.005 4.848
H 0.006 0.094 3.657
H 0.986 0.727 4.990
H 3.398 -1.591 4.567
H 3.326 0.048 5.198
H 4.299 -0.296 3.778
H 2.838 -2.227 0.077
H 4.887 -1.900 2.330
H 5.148 -2.632 0.756
H 4.064 -3.404 1.894
H 4.200 0.326 1.036
H 2.975 0.139 -0.253
H 4.577 -0.564 -0.440
C 3.823 1.717 -4.311
As 2.728 2.568 -2.954
C 4.030 3.474 -1.805
C 1.753 4.026 -3.804
S 1.473 1.161 -2.026
H 4.494 2.460 -4.739
H 3.194 1.295 -5.096
H 4.405 0.915 -3.854
H 4.699 4.039 -2.452
H 4.612 2.749 -1.233
H 3.520 4.162 -1.128
H 2.457 4.671 -4.326
H 1.228 4.608 -3.044
H 1.027 3.632 -4.516



(3)
The following is a DFT calculation (the ωB97M-V functional and the def2-TZVPD basis) of a molecular structure, C35H56AsCdN4PSSe2.

Output
HOMO energy   -12.90 eV
Net charge   +2

Atoms and positions in Å:
Cd -0.249 -0.253 0.426
C -0.311 -2.564 -3.463
C -1.574 -3.121 -3.545
C -2.496 -2.827 -2.555
C -2.135 -1.989 -1.509
N -0.897 -1.486 -1.412
C -0.018 -1.760 -2.380
C -3.114 -1.647 -0.443
C -4.484 -1.742 -0.668
C -5.358 -1.495 0.375
C -4.840 -1.170 1.618
C -3.468 -1.057 1.738
N -2.616 -1.268 0.736
H 0.442 -2.748 -4.216
H -1.842 -3.776 -4.363
H -3.481 -3.266 -2.586
H 0.959 -1.308 -2.285
H -4.865 -1.992 -1.646
H -6.427 -1.564 0.221
H -5.480 -0.995 2.472
H -3.037 -0.785 2.695
C 3.615 1.110 3.942
Se 3.153 0.135 2.325
C 4.120 1.299 1.089
C 4.190 0.677 -0.290
Se 2.472 0.607 -1.231
C 2.724 2.147 -2.387
H 3.232 2.128 3.901
H 4.695 1.117 4.067
H 3.163 0.585 4.780
H 5.124 1.416 1.500
H 3.639 2.277 1.052
H 4.578 -0.340 -0.242
H 4.848 1.254 -0.939
H 3.493 1.916 -3.119
H 2.997 3.019 -1.801
H 1.768 2.306 -2.883
N -0.104 -1.610 2.403
C -0.150 -2.983 1.999
C -0.984 -3.895 2.579
C -0.987 -5.240 2.152
C -0.125 -5.659 1.182
C 0.755 -4.734 0.570
C 1.709 -5.108 -0.403
C 2.535 -4.159 -0.928
C 2.365 -2.818 -0.533
N 1.482 -2.417 0.352
C 0.714 -3.376 0.947
H 0.788 -1.391 2.837
H -0.836 -1.419 3.077
H -1.636 -3.591 3.390
H -1.657 -5.943 2.628
H -0.090 -6.697 0.881
H 1.783 -6.146 -0.706
H 3.296 -4.408 -1.654
H 2.971 -2.051 -1.000
C -2.142 2.817 3.898
C -1.320 1.737 3.192
C -0.142 1.282 4.067
P -0.744 2.086 1.470
C -2.063 2.977 0.541
C -3.328 2.119 0.480
C -2.375 4.419 0.944
C 0.744 3.171 1.535
C 0.760 4.287 2.582
C 1.004 3.739 0.136
H -2.366 2.482 4.912
H -3.091 3.005 3.399
H -1.599 3.757 3.977
H -1.980 0.878 3.043
H 0.333 2.135 4.548
H 0.629 0.760 3.498
H -0.497 0.629 4.866
H -1.639 2.982 -0.469
H -3.750 1.933 1.470
H -3.134 1.162 -0.007
H -4.091 2.636 -0.103
H -2.764 4.507 1.956
H -3.144 4.807 0.272
H -1.511 5.074 0.859
H 1.542 2.459 1.774
H -0.053 4.998 2.442
H 1.695 4.844 2.485
H 0.711 3.912 3.601
H 0.339 4.579 -0.068
H 0.864 2.994 -0.648
H 2.025 4.120 0.081
C -0.928 4.770 -3.050
As -1.722 3.115 -3.638
C -3.620 3.362 -3.433
C -1.385 3.007 -5.527
S -1.016 1.425 -2.608
H -1.317 5.599 -3.640
H 0.152 4.708 -3.167
H -1.172 4.921 -2.000
H -4.002 4.010 -4.220
H -3.815 3.813 -2.462
H -4.102 2.388 -3.484
H -1.745 3.908 -6.022
H -1.900 2.133 -5.922
H -0.315 2.895 -5.686



(4)
The following is a DFT calculation (the ωB97M-V functional and the def2-TZVPD basis) of a molecular structure, C35H57BN8PSV.

Output
HOMO energy (spin up / spin down)   -10.46 / -10.47 eV
Net charge   +1
Multiplicity   4

Atoms and positions in Å:
V -0.102 0.067 -0.088
C 4.197 -2.707 -1.721
C 2.851 -2.109 -1.959
C 2.062 -2.171 -3.091
C 0.896 -1.448 -2.789
N 0.989 -0.986 -1.548
N 2.184 -1.387 -1.036
B 2.580 -1.050 0.429
N 1.513 -1.663 1.386
N 0.255 -1.859 0.887
C -0.271 -2.901 1.521
C 0.632 -3.340 2.507
C 1.746 -2.539 2.389
C 3.025 -2.583 3.154
C -1.482 -3.625 0.979
C -2.357 -4.217 2.086
C -0.925 -4.782 0.126
C -2.292 -2.710 0.059
N 2.674 0.490 0.559
N 1.742 1.227 -0.112
C 2.283 2.425 -0.336
C 3.548 2.485 0.272
C 3.768 1.236 0.810
C 4.976 0.713 1.514
C 1.695 3.455 -1.265
C 0.430 2.905 -1.921
C 2.714 3.717 -2.387
C 1.448 4.765 -0.511
C -0.293 -1.180 -3.676
C -0.902 -2.520 -4.111
C -1.362 -0.355 -2.957
C 0.181 -0.406 -4.914
H 4.529 -3.224 -2.618
H 4.172 -3.423 -0.899
H 4.934 -1.942 -1.473
H 2.307 -2.671 -4.013
H 3.653 -1.525 0.677
H 0.502 -4.157 3.197
H 2.933 -3.283 3.982
H 3.276 -1.602 3.558
H 3.854 -2.904 2.522
H -1.767 -4.854 2.747
H -3.137 -4.836 1.639
H -2.827 -3.440 2.685
H -0.367 -5.487 0.743
H -0.257 -4.400 -0.652
H -1.748 -5.318 -0.352
H -2.677 -1.841 0.596
H -3.140 -3.257 -0.358
H -1.666 -2.389 -0.776
H 4.234 3.315 0.278
H 5.682 1.523 1.679
H 5.471 -0.061 0.926
H 4.715 0.278 2.479
H 0.681 2.012 -2.497
H 0.003 3.641 -2.604
H -0.331 2.648 -1.185
H 2.936 2.797 -2.931
H 3.649 4.113 -1.988
H 2.308 4.448 -3.090
H 0.875 4.604 0.402
H 0.911 5.477 -1.142
H 2.396 5.220 -0.223
H -1.251 -3.088 -3.245
H -0.168 -3.129 -4.640
H -1.749 -2.352 -4.779
H -1.727 -0.859 -2.058
H -2.221 -0.220 -3.616
H -0.993 0.642 -2.701
H 0.929 -0.974 -5.468
H 0.627 0.549 -4.628
H -0.660 -0.209 -5.582
C -1.924 3.688 0.488
P -1.805 1.932 1.003
C -3.564 1.465 0.835
C -1.424 2.186 2.764
C -2.308 2.800 3.646
C -1.923 3.057 4.953
C -0.651 2.705 5.390
C 0.239 2.101 4.514
C -0.146 1.845 3.204
H -2.759 4.149 1.015
H -2.086 3.788 -0.585
H -1.015 4.214 0.766
H -4.175 1.909 1.621
H -3.670 0.384 0.877
H -3.917 1.831 -0.131
H -3.302 3.085 3.318
H -2.613 3.542 5.633
H -0.352 2.911 6.410
H 1.232 1.829 4.847
H 0.551 1.367 2.523
S -2.463 -0.906 3.239
C -3.674 -0.295 4.206
N -4.955 -0.046 3.839
C -5.805 0.337 4.968
C -4.788 0.489 6.121
N -3.547 0.050 5.496
H -5.320 -0.483 3.008
H -6.551 -0.427 5.183
H -6.323 1.271 4.763
H -5.043 -0.138 6.973
H -4.716 1.521 6.463
H -2.661 -0.023 5.963



no.,molar mass (g mol⁻¹)
1,670.85
2,941.16
3,941.16
4,714.69